Arrangement a

This record from the Open Molecules 2025 dataset describes 9 unconnected molecules or ions with the total composition C12H42O9. The level of theory is ωB97M-V/def2-TZVPD.

Last columns: bonded neighbours and bond lengths (Å).
Positions of all 63 atoms, in Å:
1 O -2.467 2.318 -2.831  H2 0.968, H3 1.013
2 H -1.929 1.539 -3.033  O1 0.968
3 H -2.814 2.161 -1.892  O1 1.013
4 O 0.684 1.211 4.208  H5 0.966, H6 0.968
5 H 1.567 1.583 4.327  O4 0.966
6 H 0.219 1.884 3.691  O4 0.968
7 O 1.342 2.857 1.653  H8 0.966, H9 1.000
8 H 1.418 3.806 1.821  O7 0.966
9 H 2.012 2.684 0.931  O7 1.000
10 O -1.023 0.231 0.316  H11 0.979, H12 0.971
11 H -0.522 0.723 0.998  O10 0.979
12 H -1.183 0.883 -0.385  O10 0.971
13 O -3.752 1.651 -0.387  H14 0.999, H15 0.970
14 H -4.055 0.734 -0.642  O13 0.999
15 H -3.459 1.567 0.533  O13 0.970
16 C -3.050 -1.943 -2.273  C17 1.508, H20 1.093, H21 1.092, H22 1.096
17 C -4.330 -1.213 -2.595  C16 1.508, C18 1.530, O19 1.483, H23 1.101
18 C -5.322 -2.058 -3.395  C17 1.530, H24 1.083, H25 1.093, H26 1.101
19 O -4.890 -0.799 -1.286  C17 1.483, H27 0.973
20 H -2.348 -1.969 -3.110  C16 1.093
21 H -3.235 -2.970 -1.948  C16 1.092
22 H -2.525 -1.431 -1.457  C16 1.096
23 H -4.059 -0.299 -3.145  C17 1.101
24 H -5.633 -2.950 -2.866  C18 1.083
25 H -4.891 -2.246 -4.382  C18 1.093
26 H -6.235 -1.468 -3.565  C18 1.101
27 H -5.596 -0.152 -1.454  O19 0.973
28 C 1.833 1.492 -2.136  C29 1.448, H32 1.101, H33 1.090, H34 1.098
29 C 1.944 2.930 -2.009  C28 1.448, C30 1.514, O31 1.445, H35 1.091
30 C 0.569 3.540 -1.835  C29 1.514, H36 1.097, H37 1.090, H38 1.101
31 O 2.749 3.213 -0.842  C29 1.445, H39 0.962
32 H 2.751 0.944 -2.398  C28 1.101
33 H 1.097 1.161 -2.868  C28 1.090
34 H 1.572 1.026 -1.178  C28 1.098
35 H 2.403 3.401 -2.880  C29 1.091
36 H 0.029 3.142 -0.968  C30 1.097
37 H -0.099 3.455 -2.691  C30 1.090
38 H 0.654 4.608 -1.577  C30 1.101
39 H 3.139 4.083 -0.964  O31 0.962
40 C 3.640 0.286 0.918  C41 1.519, H44 1.099, H45 1.098, H46 1.087
41 C 4.459 1.040 1.951  C40 1.519, C42 1.488, O43 1.483, H47 1.098
42 C 4.319 0.456 3.312  C41 1.488, H48 1.089, H49 1.094, H50 1.088
43 O 5.887 0.937 1.561  C41 1.483, H51 0.957
44 H 2.552 0.402 1.030  C40 1.099
45 H 3.773 -0.801 0.999  C40 1.098
46 H 3.938 0.612 -0.075  C40 1.087
47 H 4.167 2.097 1.884  C41 1.098
48 H 3.442 0.832 3.838  C42 1.089
49 H 5.188 0.737 3.913  C42 1.094
50 H 4.341 -0.630 3.246  C42 1.088
51 H 6.217 1.790 1.278  O43 0.957
52 C -1.086 -2.845 2.038  C53 1.531, H56 1.083, H57 1.090, H58 1.101
53 C -0.704 -4.324 1.939  C52 1.531, C54 1.518, O55 1.440, H59 1.096
54 C 0.190 -4.589 0.741  C53 1.518, H60 1.088, H61 1.107, H62 1.085
55 O -0.071 -4.790 3.144  C53 1.440, H63 0.966
56 H -1.833 -2.694 2.807  C52 1.083
57 H -1.316 -2.433 1.055  C52 1.090
58 H -0.169 -2.304 2.319  C52 1.101
59 H -1.576 -4.981 1.849  C53 1.096
60 H 0.649 -5.570 0.839  C54 1.088
61 H 1.041 -3.883 0.800  C54 1.107
62 H -0.326 -4.422 -0.199  C54 1.085
63 H 0.710 -4.252 3.327  O55 0.966

Values from the calculation:
SMILES   CC(C)O.CC(C)O.CC(C)O.CC(C)O.O.O.O.O.O
HOMO   -10.0 eV
HOMO-LUMO gap   10.08 eV

***

Arrangement b

This record from the Open Molecules 2025 dataset describes 9 unconnected molecules or ions with the total composition C12H42O9. The level of theory is ωB97M-V/def2-TZVPD.

Last columns: bonded neighbours and bond lengths (Å).
Positions of all 63 atoms, in Å:
1 C 0.945 -2.053 -6.772  C2 1.537, H4 1.090, H5 1.090, H6 1.090
2 C -0.004 -1.113 -7.533  C1 1.537, O3 1.387, H7 1.090, H8 1.090
3 O -0.080 0.093 -6.853  C2 1.387, H9 0.960
4 H 1.465 -2.784 -7.390  C1 1.090
5 H 0.332 -2.572 -6.035  C1 1.090
6 H 1.688 -1.490 -6.207  C1 1.090
7 H -0.982 -1.533 -7.763  C2 1.090
8 H 0.480 -0.896 -8.485  C2 1.090
9 H -0.439 0.856 -7.311  O3 0.960
10 C 0.755 0.387 1.876  C11 1.500, H13 1.090, H14 1.090, H15 1.090
11 C 0.598 0.751 0.430  C10 1.500, O12 1.431, H16 1.090, H17 1.090
12 O 1.821 0.465 -0.255  C11 1.431, H18 0.960
13 H 1.122 -0.637 1.947  C10 1.090
14 H -0.179 0.527 2.421  C10 1.090
15 H 1.471 1.065 2.341  C10 1.090
16 H 0.343 1.804 0.304  C11 1.090
17 H -0.183 0.109 0.022  C11 1.090
18 H 1.759 0.961 -1.074  O12 0.960
19 C -4.446 -3.570 -4.279  C20 1.508, H22 1.090, H23 1.090, H24 1.090
20 C -4.422 -5.065 -4.080  C19 1.508, O21 1.469, H25 1.090, H26 1.090
21 O -3.669 -5.744 -5.142  C20 1.469, H27 0.960
22 H -4.438 -3.323 -5.341  C19 1.090
23 H -3.744 -2.942 -3.731  C19 1.090
24 H -5.439 -3.293 -3.927  C19 1.090
25 H -5.498 -5.242 -4.082  C20 1.090
26 H -4.119 -5.377 -3.080  C20 1.090
27 H -3.603 -6.684 -4.956  O21 0.960
28 C -5.026 3.623 0.973  C29 1.489, H31 1.090, H32 1.090, H33 1.090
29 C -5.586 4.870 1.564  C28 1.489, O30 1.402, H34 1.090, H35 1.090
30 O -6.216 4.536 2.772  C29 1.402, H36 0.960
31 H -5.832 2.955 0.668  C28 1.090
32 H -4.349 3.104 1.652  C28 1.090
33 H -4.486 3.765 0.037  C28 1.090
34 H -6.352 5.350 0.955  C29 1.090
35 H -4.853 5.666 1.697  C29 1.090
36 H -6.744 5.335 2.833  O30 0.960
37 C 3.583 -5.541 0.900  C38 1.510, H40 1.090, H41 1.090, H42 1.090
38 C 2.856 -5.182 -0.375  C37 1.510, O39 1.394, H43 1.090, H44 1.090
39 O 3.439 -4.173 -1.140  C38 1.394, H45 0.960
40 H 3.203 -6.289 1.596  C37 1.090
41 H 3.697 -4.709 1.594  C37 1.090
42 H 4.567 -5.911 0.613  C37 1.090
43 H 1.852 -4.828 -0.139  C38 1.090
44 H 2.643 -6.084 -0.948  C38 1.090
45 H 3.107 -3.276 -1.062  O39 0.960
46 C 1.625 4.809 8.827  C47 1.514, H49 1.090, H50 1.090, H51 1.090
47 C 0.602 4.020 8.038  C46 1.514, O48 1.398, H52 1.090, H53 1.090
48 O 1.078 2.710 8.149  C47 1.398, H54 0.960
49 H 2.576 4.706 8.305  C46 1.090
50 H 1.647 4.632 9.902  C46 1.090
51 H 1.480 5.890 8.839  C46 1.090
52 H 0.656 4.247 6.973  C47 1.090
53 H -0.421 4.233 8.347  C47 1.090
54 H 0.644 2.351 8.926  O48 0.960
55 O 4.672 0.348 6.310  H56 0.957, H57 0.957
56 H 4.872 -0.462 6.780  O55 0.957
57 H 3.806 0.602 6.629  O55 0.957
58 O 6.268 2.700 -0.125  H59 0.957, H60 0.957
59 H 6.080 3.552 -0.521  O58 0.957
60 H 5.488 2.175 -0.305  O58 0.957
61 O 2.478 2.586 -4.416  H62 0.957, H63 0.957
62 H 2.097 2.091 -5.141  O61 0.957
63 H 3.317 2.898 -4.754  O61 0.957

Values from the calculation:
SMILES   CCO.CCO.CCO.CCO.CCO.CCO.O.O.O
HOMO   -10.2 eV
HOMO-LUMO gap   10.61 eV

***

Of them, arrangement a has the highest stability.

***

Arrangement a

This record from the Open Molecules 2025 dataset describes 2 unconnected molecules or ions with the total composition C2H5Cl2N. The level of theory is ωB97M-V/def2-TZVPD.

Last columns: bonded neighbours and bond lengths (Å).
Positions of all 10 atoms, in Å:
1 C 0.869 0.116 -0.019  C2 1.304, H6 1.085, H8 1.028
2 C -0.232 -0.202 0.603  C1 1.304, N3 1.366, Cl4 1.751
3 N -0.819 -1.415 0.830  C2 1.366, H9 0.955, H10 1.020
4 Cl -1.045 0.980 1.605  C2 1.751
5 Cl -0.756 2.601 -1.954  H7 1.354
6 H 1.245 -0.392 -0.902  C1 1.085
7 H 0.061 3.075 -0.984  Cl5 1.354
8 H 1.168 1.091 0.108  C1 1.028
9 H -1.752 -1.269 0.972  N3 0.955
10 H -0.615 -2.199 0.210  N3 1.020

Values from the calculation:
SMILES   C=C(N)Cl.Cl
HOMO   -8.8 eV
HOMO-LUMO gap   9.55 eV

***

Arrangement b

This record from the Open Molecules 2025 dataset describes a single C2H5Cl2N molecule. The level of theory is ωB97M-V/def2-TZVPD.

Last columns: bonded neighbours and bond lengths (Å).
Positions of all 10 atoms, in Å:
1 C 0.571 -0.156 -0.954  C2 1.489, H6 1.009, H7 1.089, H8 1.037
2 C -0.414 0.149 0.121  C1 1.489, N3 1.378, Cl4 1.866, Cl5 2.022
3 N 0.254 0.316 1.315  C2 1.378, H9 0.972, H10 1.044
4 Cl -1.434 1.673 -0.229  C2 1.866
5 Cl -1.727 -1.382 -0.017  C2 2.022
6 H 0.098 0.131 -1.798  C1 1.009
7 H 1.321 0.633 -0.903  C1 1.089
8 H 0.774 -1.172 -0.914  C1 1.037
9 H -0.395 0.267 2.038  N3 0.972
10 H 0.952 -0.460 1.342  N3 1.044

Values from the calculation:
SMILES   CC(N)(Cl)Cl
HOMO   -10.6 eV
HOMO-LUMO gap   11.14 eV

***

Of them, arrangement b has the highest stability.